This record from the Open Molecules 2025 dataset describes H18HgO9 as an isolated structure in a non-equilibrium geometry. The level of theory is ωB97M-V with the def2-TZVPD basis set.

Geometry as XYZ:
```
28
Properties=species:S:1:pos:R:3:forces:R:3:nbo_charge:R:1
Hg -10.425000 6.437000 15.109000 0.6 0.2 0.7 1.730
O -11.787000 6.260000 13.153000 -0.2 0.0 0.5 -0.981
H -12.672000 5.930000 13.083000 -1.1 -0.3 0.3 0.509
H -11.447000 6.126000 12.285000 0.8 0.0 -1.2 0.504
O -11.530000 7.640000 16.959000 0.5 0.3 -0.5 -0.952
H -10.982000 8.051000 17.628000 0.4 0.4 0.1 0.495
H -12.159000 7.195000 17.506000 -1.0 -0.7 0.3 0.497
O -10.135000 4.093000 14.303000 -0.6 -1.1 0.9 -0.979
H -10.366000 3.440000 15.020000 0.4 0.8 -1.3 0.498
H -10.562000 3.787000 13.487000 0.2 -0.1 0.2 0.512
O -7.889000 5.169000 15.398000 0.0 0.5 0.1 -0.941
H -8.143000 4.263000 15.250000 -0.4 -0.7 0.2 0.486
H -7.269000 5.258000 14.682000 0.8 0.4 -0.4 0.475
O -9.910000 5.097000 17.215000 -0.4 -0.6 0.3 -0.976
H -10.347000 4.301000 17.548000 -0.2 0.1 -0.1 0.490
H -9.194000 5.188000 17.844000 0.7 0.4 0.0 0.512
O -12.356000 4.999000 15.848000 0.0 0.3 -0.3 -0.951
H -12.624000 4.641000 16.680000 -0.5 0.4 1.6 0.496
H -12.348000 4.175000 15.384000 0.0 -0.7 -1.3 0.482
O -8.655000 7.986000 16.022000 -0.7 -0.7 -0.6 -0.985
H -8.658000 8.530000 16.806000 0.5 0.4 0.1 0.510
H -7.906000 8.179000 15.451000 0.2 0.3 0.5 0.506
O -11.092000 8.594000 14.177000 -2.0 -1.5 -1.1 -0.979
H -10.837000 9.480000 14.207000 1.2 2.4 0.6 0.500
H -11.951000 8.669000 13.690000 0.9 -0.5 0.6 0.510
O -8.977000 6.773000 13.163000 0.0 -0.1 -0.1 -0.964
H -8.055000 6.948000 13.321000 0.8 -0.3 0.3 0.492
H -9.141000 7.415000 12.475000 -0.7 0.5 -0.5 0.505
```
Forces are in eV/Å.

LUMO	-7.30	eV
charge	+2
E_HOMO	-18.27	eV
gap between HOMO and LUMO	11.0	eV
DFT total energy	-22878.56029	eV
ΔE to the lowest compared entry with this formula, charge and spin	17.02	kcal/mol
maximum force	2.8	eV/A